# 1
{"formula": "C4H8O2", "method": "ωB97M-V/def2-TZVPD", "homo_ha": -0.318, "e_above_lowest_kj_mol": 415.9, "homo_lumo_gap_ev": 9.40, "mol_weight_g_mol": 88.11, "e_tot_ev": -8368.97111, "fmax_ev_per_a": 1.0, "symbols": ["O", "C", "C", "C", "O", "C", "H", "H", "H", "H", "H", "H", "H", "H"], "coordinates": [[0.02657, 2.23674, -0.48743], [-0.24860, 0.87748, -0.76277], [0.89686, -0.05760, -0.34851], [0.55224, -0.57004, 1.04065], [-0.70441, -0.27794, 1.24162], [-1.38491, 0.32422, 0.08407], [0.31038, 2.30768, 0.43496], [-0.47545, 0.83325, -1.82976], [1.87339, 0.43530, -0.37162], [0.97551, -0.93670, -1.00093], [1.16335, -2.75652, 1.17753], [1.12619, -3.45285, 0.84289], [-1.93767, -0.48406, -0.40362], [-2.07601, 1.08361, 0.45338]], "forces_ev_per_angstrom": [[0.1, 0.0, 0.3], [-0.2, -0.2, -0.1], [-0.1, 0.0, 0.1], [-0.2, 0.5, 0.0], [0.3, -0.2, -0.1], [-0.1, 0.1, -0.2], [0.0, 0.1, -0.2], [0.0, 0.0, 0.1], [-0.1, -0.1, 0.0], [0.0, 0.0, 0.1], [0.0, -0.9, -0.4], [0.1, 0.7, 0.4], [0.1, 0.1, 0.0], [0.1, -0.1, 0.0]], "nbo_charge": [-0.701, 0.051, -0.618, 0.308, -0.469, -0.139, 0.465, 0.201, 0.252, 0.258, 0.017, -0.039, 0.199, 0.214]}

=====

# 2
{"formula": "C4H8O2", "method": "ωB97M-V/def2-TZVPD", "homo_ha": -0.344, "e_above_lowest_kj_mol": 143.9, "homo_lumo_gap_ev": 10.48, "mol_weight_g_mol": 88.11, "e_tot_ev": -8371.79010, "fmax_ev_per_a": 0.3, "symbols": ["C", "C", "O", "C", "C", "O", "H", "H", "H", "H", "H", "H", "H", "H"], "coordinates": [[-0.78600, -1.11830, -0.19502], [-1.35473, 0.28776, -0.14605], [-0.39463, 1.19289, -0.65916], [0.79234, 1.13824, 0.10891], [1.33788, -0.28425, 0.20625], [0.34826, -1.19287, 0.64814], [-1.49949, -1.87170, 0.15015], [-0.49931, -1.34368, -1.23572], [-2.25786, 0.39025, -0.75497], [-1.59686, 0.54112, 0.89956], [0.59843, 1.53393, 1.11907], [1.51837, 1.78647, -0.39166], [2.15481, -0.32873, 0.93328], [1.72036, -0.60388, -0.77699]], "forces_ev_per_angstrom": [[-0.2, 0.0, -0.1], [-0.2, -0.2, 0.0], [0.0, 0.1, 0.0], [0.2, 0.0, 0.1], [0.2, 0.2, -0.1], [0.0, -0.1, 0.0], [0.1, 0.1, 0.0], [0.0, 0.0, 0.1], [0.2, 0.0, 0.0], [0.0, 0.0, -0.1], [0.0, -0.1, -0.1], [-0.1, -0.1, 0.1], [-0.1, 0.0, -0.1], [-0.1, 0.0, 0.1]], "nbo_charge": [-0.101, -0.100, -0.523, -0.100, -0.100, -0.522, 0.195, 0.167, 0.195, 0.168, 0.165, 0.196, 0.196, 0.164]}

=====

# 3
{"formula": "C4H8O2", "method": "ωB97M-V/def2-TZVPD", "homo_ha": -0.302, "e_above_lowest_kj_mol": 473.0, "homo_lumo_gap_ev": 9.06, "mol_weight_g_mol": 88.11, "e_tot_ev": -8368.37896, "fmax_ev_per_a": 0.5, "symbols": ["O", "C", "C", "C", "C", "O", "H", "H", "H", "H", "H", "H", "H", "H"], "coordinates": [[-0.93600, 1.77362, 1.50827], [0.03406, 2.49970, 1.02913], [-0.37603, 0.07137, -1.39403], [-0.37067, -1.07035, -0.41278], [0.80461, -1.45783, 0.36070], [-0.25949, -0.74472, 0.97892], [-0.73551, 0.80979, 1.52236], [-1.30357, 0.64736, -1.35541], [0.89510, 1.79816, 0.76499], [-0.26852, -0.29112, -2.41732], [0.45058, 0.75916, -1.21443], [-1.09721, -1.85376, -0.56863], [1.70273, -0.87502, 0.20960], [0.91086, -2.47118, 0.73753]], "forces_ev_per_angstrom": [[0.3, 0.3, -0.1], [0.0, -0.2, 0.1], [0.1, 0.1, -0.1], [-0.2, 0.0, -0.2], [0.2, 0.0, 0.0], [-0.2, 0.2, 0.2], [0.1, 0.0, -0.1], [0.0, -0.1, 0.1], [-0.4, 0.1, 0.2], [0.0, -0.2, 0.1], [0.0, 0.0, 0.1], [-0.2, -0.1, -0.2], [0.2, -0.1, 0.1], [0.1, 0.1, -0.2]], "nbo_charge": [-0.651, 0.096, -0.648, 0.065, -0.099, -0.541, 0.506, 0.232, 0.019, 0.227, 0.221, 0.190, 0.189, 0.195]}

=====

# 4
{"formula": "C4H8O2", "method": "ωB97M-V/def2-TZVPD", "homo_ha": -0.320, "e_above_lowest_kj_mol": 248.7, "homo_lumo_gap_ev": 9.61, "mol_weight_g_mol": 88.11, "e_tot_ev": -8370.70380, "fmax_ev_per_a": 1.4, "symbols": ["C", "C", "C", "O", "C", "O", "H", "H", "H", "H", "H", "H", "H", "H"], "coordinates": [[-1.80956, -0.49584, -0.13423], [-0.42768, -0.77290, 0.37887], [0.17416, -0.02892, 1.30204], [1.41240, -0.33806, 1.79027], [1.86818, 1.64629, -0.88495], [2.35537, 1.92982, 0.10194], [-1.81376, -0.38113, -1.22484], [-2.21739, 0.42355, 0.30057], [-2.49878, -1.31407, 0.10705], [0.56933, -0.21706, -2.40054], [0.10655, -1.63930, -0.00789], [-0.30601, 0.85226, 1.73204], [1.78122, 0.43882, 2.22425], [0.34119, -0.64179, -2.96846]], "forces_ev_per_angstrom": [[-0.1, 0.0, 0.0], [0.1, 0.1, 0.2], [-0.4, -0.1, -0.2], [0.1, 0.1, 0.1], [0.6, 0.4, 1.2], [-0.5, -0.3, -1.2], [0.0, 0.0, 0.2], [0.1, -0.1, 0.0], [0.1, 0.1, 0.0], [0.0, -0.1, -0.1], [-0.1, 0.1, 0.0], [0.1, -0.1, -0.1], [0.0, -0.1, 0.0], [0.0, 0.0, 0.1]], "nbo_charge": [-0.630, -0.279, 0.114, -0.686, 0.525, -0.522, 0.215, 0.207, 0.213, 0.002, 0.209, 0.162, 0.480, -0.009]}